Record 1
119
Properties=species:S:1:pos:R:3:forces:R:3:lowdin_charge:R:1 method="wB97M-V/def2-TZVPD" energy_ha=-5539.20541 homo_lumo_gap_ev="5.54 / 7.66" relative_energy_kj_mol=22.8 e_homo_ev="-5.16 / -7.28" s_squared=2.022 spin_multiplicity=3
Ti -0.00445 -0.11138 -0.02574 -0.3 -0.1 0.9 1.0897
I -4.62148 -1.91451 5.86428 0.0 0.0 0.1 0.8262
C -3.08225 -1.80041 4.46304 0.0 0.0 -0.1 -0.7575
C -2.77232 -2.90749 3.68994 0.1 0.1 0.0 -0.2449
C -1.80527 -2.78668 2.69691 -0.1 -0.1 0.2 -0.6327
I -1.20840 -4.48592 1.65013 0.1 -0.1 0.0 1.0055
C -1.18186 -1.55888 2.41903 0.2 0.1 0.0 -0.4268
O -0.38928 -1.37273 1.40388 -0.3 -0.7 0.5 -0.2393
C -1.39450 -0.51312 3.33135 -0.1 0.3 0.2 -0.1344
C -0.39679 0.62081 3.34235 0.0 -0.1 -0.1 -0.1112
N -0.02169 1.20891 2.05143 -0.2 0.0 -0.1 -0.0708
C -0.82284 2.37153 1.72145 -0.1 -0.2 0.0 -0.1298
C -2.12496 1.90915 1.11708 0.1 0.0 0.2 -0.2346
C -3.34270 2.47243 1.46033 0.1 0.1 0.0 -0.0054
C -4.49705 2.00696 0.85759 -0.2 0.1 0.1 -0.0460
C -4.39769 1.01858 -0.10065 0.0 -0.1 -0.1 -0.0302
C -3.14099 0.51668 -0.39077 -0.1 -0.1 -0.3 -0.1099
N -2.03259 0.91399 0.22443 0.0 0.0 0.1 0.0775
C -2.36261 -0.62014 4.31414 0.1 0.0 0.0 -0.1142
H -3.26422 -3.85691 3.85501 0.0 0.0 0.0 0.0810
H 0.51654 0.21592 3.77402 0.1 0.0 0.0 0.1156
H -0.75631 1.40055 4.02211 0.0 0.0 0.1 0.1224
H 0.98070 1.37134 2.04223 0.0 0.1 0.0 0.0806
H -0.29134 2.96449 0.98728 0.0 0.1 -0.1 0.0910
H -1.02625 3.00879 2.58753 0.0 0.0 0.1 0.1273
H -3.36990 3.26797 2.19411 0.0 0.0 0.0 0.1198
H -5.46246 2.41425 1.13258 0.0 0.0 0.0 0.1122
H -5.26507 0.62252 -0.61256 0.0 0.0 0.0 0.1138
H -3.00637 -0.21735 -1.16976 0.0 0.0 0.0 0.0938
H -2.52720 0.21026 4.99273 0.0 0.0 0.0 0.0994
C -1.32474 -3.67618 -2.68845 0.2 0.0 0.1 -0.0726
O 0.06967 -3.57434 -2.36594 -0.3 -0.1 -0.1 -0.0154
C 0.17696 -2.62400 -1.39925 0.7 -0.3 0.1 -0.3669
N -0.88720 -1.95045 -1.14020 0.2 0.4 -0.1 0.0896
C -1.96167 -2.45630 -2.00341 -0.2 0.0 0.1 -0.2387
C -3.25477 -2.83089 -1.30516 -0.1 0.0 -0.1 -0.1915
C -4.24903 -3.47916 -2.03973 0.0 0.0 0.0 -0.0415
C -5.46389 -3.80945 -1.45464 0.1 0.0 0.0 -0.0835
C -5.70065 -3.49827 -0.11944 0.0 0.0 0.0 -0.0843
C -4.71242 -2.86241 0.61746 0.0 0.0 0.0 -0.0636
C -3.50177 -2.53079 0.02290 0.0 0.0 0.1 -0.1039
C 1.50805 -2.48122 -0.83243 -0.5 0.2 -0.2 -0.2282
C 2.41964 -3.46871 -1.15714 0.2 -0.2 -0.1 -0.0390
C 3.72409 -3.39317 -0.71721 0.0 0.1 0.0 -0.0769
C 4.02707 -2.33171 0.15690 0.2 -0.3 0.0 -0.0231
C 3.08233 -1.40658 0.50570 -0.3 0.5 0.3 -0.1806
N 1.81426 -1.35273 -0.06282 0.2 -0.4 -0.3 0.0469
C 3.47449 -0.47770 1.59328 0.1 -0.3 -0.6 -0.3187
N 2.75074 0.34951 2.22048 -0.3 0.3 0.3 0.1574
C 3.58775 1.01922 3.23331 -0.1 -0.1 0.0 -0.2361
C 5.00017 0.48519 2.93704 0.0 -0.1 -0.1 -0.0784
O 4.79705 -0.53015 1.94000 0.0 0.1 0.1 -0.0224
C 3.08670 0.70405 4.62460 0.0 0.0 -0.1 -0.2051
C 2.71272 1.71650 5.49612 -0.1 0.0 0.1 -0.0403
C 2.20149 1.41257 6.75547 0.0 0.0 -0.1 -0.0835
C 2.06251 0.08952 7.14516 0.0 0.0 0.0 -0.0889
C 2.44444 -0.93058 6.27771 0.0 0.0 0.0 -0.0709
C 2.95609 -0.62353 5.02773 -0.1 0.0 0.0 -0.0348
H -1.71018 -4.60764 -2.27716 0.0 -0.1 0.0 0.1287
H -1.43017 -3.68432 -3.77238 0.0 0.0 0.0 0.1239
H -2.20838 -1.67777 -2.72806 0.0 0.0 -0.1 0.1222
H -4.07664 -3.73181 -3.08310 0.0 0.0 0.0 0.1145
H -6.22434 -4.31354 -2.03942 0.0 0.0 0.0 0.0999
H -6.64722 -3.75418 0.34052 0.0 0.0 0.0 0.1011
H -4.87099 -2.62951 1.66426 0.0 0.0 0.0 0.1062
H -2.73016 -2.04973 0.60621 -0.1 0.0 -0.1 0.0670
H 2.08483 -4.29743 -1.76407 0.0 0.0 0.0 0.1196
H 4.45725 -4.14678 -0.96704 0.0 0.0 0.0 0.0942
H 5.00163 -2.26674 0.61417 0.0 0.0 0.0 0.1123
H 3.53888 2.09926 3.08476 0.0 0.1 -0.1 0.1370
H 5.46922 0.02909 3.80451 0.0 -0.1 0.1 0.1265
H 5.66343 1.24473 2.52525 0.0 0.0 0.0 0.1108
H 2.80521 2.75170 5.18238 0.0 0.0 0.0 0.1112
H 1.90362 2.21038 7.42478 0.0 0.0 0.0 0.1010
H 1.65749 -0.15077 8.12039 0.0 0.0 0.0 0.1011
H 2.32836 -1.96612 6.57287 0.0 0.0 0.0 0.1051
H 3.22372 -1.42289 4.34269 0.0 0.0 0.0 0.1250
C -2.03931 -0.26191 -5.42998 0.2 0.0 0.0 -0.0068
N -0.72112 -0.60853 -4.90068 -0.2 0.0 0.0 -0.0292
C 0.12111 -1.36617 -5.64459 -0.3 0.0 -0.3 -0.0654
C 1.35103 -1.67838 -5.22115 0.4 0.0 0.3 0.0064
C 1.73648 -1.12675 -3.94960 0.0 -0.2 -0.2 -0.3979
N 0.91441 -0.45012 -3.18554 -0.5 -0.2 -0.1 0.1933
C -0.35527 -0.18933 -3.60665 0.2 0.0 -0.1 -0.5050
O -1.19377 0.36782 -2.91044 -0.1 0.1 0.1 0.0044
N 3.00762 -1.27499 -3.51999 0.0 -0.1 0.2 0.1751
H -1.93739 0.37797 -6.30682 0.0 0.0 0.0 0.0936
H -2.58114 0.27049 -4.65725 0.0 0.0 0.0 0.0874
H -2.58723 -1.16473 -5.70123 0.0 0.0 0.0 0.0918
H -0.26408 -1.69709 -6.60195 0.0 0.0 0.0 0.1347
H 2.01117 -2.30205 -5.80685 0.0 0.1 0.0 0.1113
H 3.54059 -2.06493 -3.84206 0.0 0.0 -0.1 0.1118
H 3.17456 -0.99236 -2.56281 0.0 -0.1 0.0 0.0922
O 0.63507 1.45180 -0.73615 0.3 1.1 -0.8 -0.2802
C 0.95200 2.67505 -1.35134 0.0 0.0 0.0 -0.4975
C 1.26751 2.47769 -2.85061 0.0 0.1 0.1 -0.4152
C 0.47295 2.65469 -3.94592 0.1 0.1 -0.1 -0.1240
C 1.11190 2.29651 -5.16916 0.0 0.0 0.1 -0.1766
C 2.39343 1.87207 -4.97668 -0.1 0.0 0.0 -0.4034
S 2.82070 1.91162 -3.33013 0.2 0.3 0.2 1.0882
C -0.21868 3.66202 -1.22628 0.1 -0.2 -0.1 -0.4593
C -1.50553 3.39743 -1.58637 -0.1 0.1 0.0 -0.1435
C -2.39189 4.49051 -1.36991 0.0 -0.1 0.0 -0.1684
C -1.75816 5.57382 -0.84457 -0.1 0.0 0.0 -0.4040
S -0.09637 5.27017 -0.61878 0.1 0.1 0.1 1.0179
C 2.23687 3.19434 -0.70475 0.0 0.0 -0.1 -0.5037
C 3.14545 2.36530 -0.13551 0.4 0.0 0.1 -0.1453
C 4.37835 3.00613 0.19192 -0.1 -0.1 0.0 -0.1634
C 4.37694 4.32058 -0.15843 0.1 -0.1 0.0 -0.4011
S 2.89811 4.77860 -0.88151 0.1 0.0 -0.1 1.0049
H -0.54110 3.02099 -3.88964 0.0 0.0 0.0 0.1104
H 0.64318 2.37607 -6.14211 0.0 0.0 0.0 0.1007
H 3.11004 1.55180 -5.71917 0.0 0.0 0.0 0.0697
H -1.79723 2.43928 -1.98551 0.0 -0.1 0.0 0.0984
H -3.45056 4.46286 -1.59293 0.0 0.0 0.0 0.1043
H -2.17192 6.53535 -0.57841 0.0 -0.1 0.0 0.0644
H 2.92659 1.32357 0.00619 0.0 -0.1 0.0 0.0873
H 5.22187 2.50503 0.65120 -0.1 0.1 0.0 0.0949
H 5.15875 5.05406 -0.02293 -0.1 -0.1 0.0 0.0661


Record 2
113
Properties=species:S:1:pos:R:3:forces:R:3:lowdin_charge:R:1 method="wB97M-V/def2-TZVPD" charge=+1 energy_ha=-2922.21440 homo_lumo_gap_ev=5.81 relative_energy_kj_mol=95.2 e_homo_ev=-9.68
Ta 0.10374 -0.62981 0.89333 -2.8 1.6 0.8 1.9883
O -4.18411 -1.15133 2.05879 1.9 -1.1 -0.9 0.0727
C -3.07912 -1.57085 1.68430 -1.2 1.6 1.8 -0.3889
N -1.91930 -0.75012 1.75705 1.3 0.1 -0.2 -0.0302
C -1.99118 0.24755 2.81548 1.3 1.1 0.4 -0.2044
C -3.13377 0.99698 3.13821 -1.1 -1.3 -1.8 -0.0384
C -3.20078 1.66715 4.33005 1.2 0.7 0.6 -0.0736
C -2.03136 1.87053 5.07629 -1.2 -0.1 0.4 -0.0895
C -0.85141 1.27875 4.74860 1.3 -0.9 -1.6 -0.0175
C -0.76895 0.49786 3.56101 -3.1 -0.1 0.6 -0.2371
N 0.31376 -0.19539 3.09326 2.4 0.1 -2.0 -0.0367
C 1.61424 0.09327 3.53085 -2.6 -1.0 0.5 -0.4570
O 1.93577 0.64291 4.55579 0.5 0.7 0.1 0.1064
C 2.57893 -0.68957 2.76157 1.1 -1.8 -2.7 -0.1199
C 3.82220 -1.07495 3.29350 -1.0 1.0 -0.1 0.0285
C 4.55264 -2.06177 2.68210 0.2 -0.6 -1.1 -0.0162
C 4.16474 -2.56939 1.41974 0.3 0.1 1.5 -0.0115
C 2.95139 -2.12934 0.93734 -0.1 1.1 -0.6 -0.1185
N 2.13947 -1.20534 1.51724 2.1 -0.2 2.6 -0.0151
C -3.05983 -3.02543 1.34893 -1.0 -1.5 -1.7 -0.2121
C -3.70781 -4.00512 2.16695 1.2 1.1 -0.1 0.0079
C -4.02613 -5.23357 1.60400 0.3 0.7 -1.0 -0.0579
C -3.78200 -5.47012 0.24663 0.9 0.6 -0.4 -0.0365
C -3.12304 -4.45928 -0.47650 -0.7 0.1 2.3 -0.1264
N -2.78918 -3.27711 0.04519 0.0 0.2 1.0 0.1111
H -3.98672 0.92054 2.40341 1.0 0.2 1.4 0.1250
H -4.10494 2.05020 4.75497 -0.5 0.4 -0.4 0.1013
H -2.09640 2.47622 5.96486 0.0 0.0 0.3 0.1038
H 0.05478 1.33199 5.33527 -0.3 0.4 0.1 0.0982
H 4.19745 -0.54819 4.17271 -0.4 -0.4 0.0 0.1397
H 5.42837 -2.45420 3.17617 0.3 0.1 -0.1 0.1199
H 4.81995 -3.29621 0.90791 -0.8 0.5 0.2 0.1294
H 2.62443 -2.43686 -0.02721 -0.2 -0.3 -0.6 0.0942
H -3.84117 -3.78130 3.23760 -0.3 -0.2 -0.7 0.1292
H -4.52960 -5.96888 2.16757 -0.4 -0.7 0.7 0.0958
H -3.98215 -6.41118 -0.27970 -0.2 0.4 0.5 0.1113
H -2.87701 -4.54288 -1.48222 0.3 -0.5 -1.8 0.0850
C 0.18411 4.42083 -3.96774 0.0 0.4 0.2 0.0125
C -0.61226 3.69799 -2.85820 0.9 0.3 0.7 -0.5130
C -1.86492 4.48265 -2.57745 -0.9 -0.3 -0.3 0.0131
O 0.11885 3.63899 -1.56056 -1.0 -0.4 -1.0 -0.0277
C 0.83398 2.43577 -1.58791 1.4 -0.5 0.9 -0.1716
C 0.01081 1.44214 -2.44400 -0.7 -0.3 -0.1 -0.1021
O -0.84100 2.32504 -3.23076 1.0 -0.2 0.8 -0.0101
C -0.96473 0.22264 -1.96712 0.1 1.1 -1.8 -0.3384
O -0.39443 -0.55993 -0.96279 1.0 -0.9 1.3 -0.2688
C -1.01965 -0.57047 -3.32526 1.3 -0.7 0.6 -0.1304
C 0.06739 -1.48712 -3.55777 -0.8 0.6 1.2 -0.0679
C 0.18908 -2.15318 -4.75075 2.0 -0.2 -0.3 -0.1021
C -0.61610 -1.79240 -5.82842 0.2 -1.9 -1.2 -0.0940
C -1.64913 -0.92213 -5.62036 -0.5 1.0 0.4 -0.0761
C -1.86377 -0.28267 -4.39208 -0.1 0.5 0.5 -0.0189
C -2.32347 0.68176 -1.51323 -0.8 -1.0 0.8 -0.1481
C -2.48874 1.83191 -0.74708 -1.3 -0.3 -0.6 -0.0294
C -3.78679 2.34246 -0.52919 -0.4 -1.4 0.2 -0.0638
C -4.93222 1.56348 -0.77454 0.7 -0.1 -0.2 -0.0568
C -4.68420 0.31776 -1.33814 -2.1 -1.8 -0.6 -0.1018
C -3.45096 -0.15866 -1.70442 0.9 0.9 -0.2 -0.0410
C 1.50327 2.01019 -0.13296 0.0 2.5 -0.5 -0.2851
O 0.67606 1.18241 0.63878 0.0 -1.4 0.1 -0.2664
C 2.95271 1.43818 -0.33200 0.3 -1.1 -0.2 -0.1325
C 3.28680 0.65351 -1.48621 1.7 1.0 2.2 -0.0243
C 4.60411 0.20672 -1.65757 0.2 -0.4 0.6 -0.0673
C 5.59782 0.41098 -0.66769 -0.3 0.2 -0.9 -0.0948
C 5.29962 1.19900 0.42271 -0.7 0.5 1.1 -0.0766
C 3.97141 1.66814 0.63411 -0.4 0.4 -0.2 -0.0196
C 1.66455 3.37022 0.67680 0.6 -0.5 -3.1 -0.1678
C 2.59626 4.31653 0.14463 -0.6 -0.5 1.5 -0.0256
C 2.91367 5.39537 0.97489 -0.1 0.7 -1.1 -0.0828
C 2.17791 5.72974 2.11087 -1.3 -2.4 -0.3 -0.0535
C 1.07271 4.87790 2.38919 0.4 1.3 0.8 -0.0545
C 0.82774 3.70006 1.70541 0.9 0.7 0.1 -0.0353
H 0.07054 5.54640 -3.87114 0.4 -1.4 0.0 0.1084
H -0.25984 4.14119 -4.94096 0.3 0.0 0.5 0.0969
H 1.24765 4.12581 -3.94614 -0.4 0.2 -0.1 0.0868
H -1.56360 5.46001 -2.17238 -0.2 -0.4 -0.1 0.1045
H -2.50994 3.93807 -1.86028 0.4 0.6 -0.6 0.0613
H -2.40907 4.64185 -3.53985 0.3 -0.1 0.8 0.1137
H 1.73498 2.64110 -2.18493 0.0 -0.2 0.0 0.1376
H 0.74106 0.87864 -3.06809 -0.4 0.7 0.0 0.1388
H 0.86054 -1.65861 -2.78962 -0.9 0.3 -0.5 0.1003
H 1.10238 -2.81882 -4.85620 -1.4 0.7 -0.2 0.1243
H -0.46101 -2.30948 -6.82506 -0.3 0.9 1.3 0.1294
H -2.31182 -0.59784 -6.39621 -0.1 -0.2 -0.6 0.1033
H -2.64838 0.51213 -4.32414 0.8 -1.0 0.1 0.1428
H -1.63573 2.31663 -0.31387 0.3 0.6 -0.3 0.1129
H -3.91645 3.33272 -0.18648 0.0 0.9 0.8 0.0941
H -5.98325 1.80771 -0.51255 1.1 0.3 -0.3 0.1209
H -5.52596 -0.39130 -1.62124 0.8 1.1 0.8 0.1299
H -3.40290 -1.16927 -2.12016 0.3 0.5 -0.1 0.1200
H 2.57875 0.44009 -2.22585 -1.0 -0.2 -1.0 0.0742
H 4.89146 -0.33214 -2.55886 -0.2 0.0 0.1 0.1035
H 6.62658 0.02831 -0.77397 -0.7 0.2 -0.2 0.1125
H 6.11817 1.48969 1.11749 -0.9 -0.4 -0.4 0.1199
H 3.69846 2.30528 1.52430 0.6 -0.8 -1.1 0.1403
H 3.07091 4.18415 -0.84405 -0.1 -0.1 0.9 0.1356
H 3.66633 6.09510 0.63134 0.2 -0.1 0.1 0.1026
H 2.46423 6.53471 2.75513 -0.1 0.4 0.1 0.0964
H 0.35283 5.10046 3.17328 0.4 0.3 0.1 0.1058
H 0.00919 3.09571 2.01166 -0.4 -0.6 0.1 0.1032
N 1.46574 -6.75535 1.12657 0.5 1.0 -0.8 0.1498
C 1.02775 -5.45888 0.97538 -0.3 0.6 -0.4 -0.2568
C 0.41847 -4.75061 2.03782 0.3 -1.2 0.3 0.0069
C -0.00844 -3.46936 1.83039 0.1 0.5 0.1 -0.1514
N 0.07281 -2.78777 0.66284 -0.3 -2.2 -1.0 -0.1285
C 0.42468 -3.55860 -0.46000 0.7 1.7 1.9 -0.0926
C 1.05422 -4.75427 -0.29601 0.3 -1.8 0.0 0.0016
H 1.81255 -7.04104 2.02986 -0.3 0.0 0.1 0.1139
H 2.03202 -7.12478 0.36474 -0.3 0.1 0.3 0.1156
H 0.29526 -5.22158 3.04084 0.1 0.5 -1.0 0.1414
H -0.45394 -2.93767 2.66314 0.2 0.2 0.0 0.1157
H 0.35576 -3.03967 -1.41016 0.0 -0.1 0.1 0.0926
H 1.60457 -5.21032 -1.15089 -0.9 0.2 0.6 0.1345